The following is a DFT calculation (wB97M-V/def2-TZVPD) of C40H107FeN3O17Rb2 as an isolated structure at a distorted geometry.

Calculated values
HOMO level (alpha / beta): -8.2 / -7.7 eV
HOMO-LUMO gap (alpha / beta): 7.561 / 7.027 eV
2S+1: 5
<S²>: 6.008

Cartesian coordinates (Å):
Rb 2.06 6.80 1.66
Rb 3.02 2.78 -0.16
Fe -0.51 3.72 1.71
O 3.10 3.65 2.50
O -3.72 1.46 2.79
O -2.90 4.05 -0.39
O -3.04 -3.70 -3.49
O 2.58 5.61 -1.08
O 3.92 -7.18 -0.89
O -2.31 4.80 4.66
O 1.25 6.22 4.33
O 1.04 0.88 -0.32
O 0.48 4.32 0.05
O -2.73 6.70 -0.31
O 0.65 -0.35 -3.05
O 0.63 3.76 3.45
O -2.43 3.94 2.09
O 2.74 -0.51 3.96
O 0.16 0.65 3.63
O -0.68 1.68 1.21
N -2.70 -3.88 -2.18
N 3.23 -6.02 -0.32
N 1.10 0.39 -4.15
C 2.76 -1.39 -4.33
C 2.20 -1.36 4.90
C -2.92 -2.61 -1.44
C 4.97 -4.74 -1.27
C 1.30 -4.04 -0.24
C 1.88 -6.50 0.07
C -2.38 -2.86 0.01
C 3.49 -4.93 -1.20
C 0.99 -7.06 -1.03
C 2.21 6.40 -2.20
C 2.97 -5.07 -2.69
C -0.96 1.52 -4.13
C -2.69 -6.15 -2.63
C 0.54 1.71 -4.19
C -2.86 -4.18 0.64
C 3.93 2.60 2.92
C -0.73 0.90 4.71
C 0.84 2.26 -5.55
C 1.15 -5.23 0.70
C -3.29 -5.14 -1.72
C -2.60 -5.35 -0.33
C -0.51 7.69 5.18
C -4.05 -0.98 2.59
C 2.56 0.11 -4.30
C 1.48 -0.41 0.07
C -3.65 6.77 0.78
C 1.99 -7.52 1.20
C -3.28 0.24 2.12
C 0.75 6.88 5.47
C 2.78 -3.69 -0.50
C -3.97 3.48 -1.06
C 2.38 2.16 -5.85
C 0.86 2.74 -3.08
C -1.99 -1.58 -2.07
C -3.15 5.04 5.80
C -4.77 -5.26 -1.71
C -4.39 -2.20 -1.55
C 2.85 0.71 -5.69
C 3.52 0.80 -3.24
C 3.96 2.47 4.37
H 1.00 -3.13 0.33
H -0.72 8.31 6.06
H -5.04 -1.15 2.12
H 2.95 7.18 -2.34
H 0.01 3.46 -3.08
H 5.21 -3.81 -1.81
H -0.06 3.98 -0.70
H 2.81 -2.89 -1.27
H 4.54 3.26 4.85
H 0.48 3.25 -5.51
H -4.17 5.49 5.59
H 0.50 6.19 6.29
H -1.36 7.04 5.02
H -3.03 -6.10 -3.66
H -5.11 -6.28 -1.53
H 2.63 2.54 -6.84
H 3.11 -6.14 -3.04
H 1.98 -0.89 -0.78
H -3.31 0.47 1.02
H -2.61 4.04 4.12
H -2.65 -2.01 0.63
H 3.74 -1.59 -4.69
H -5.09 -2.64 -0.79
H 0.94 5.28 4.43
H 1.54 7.50 5.88
H 3.27 -3.41 0.42
H -0.08 -7.05 -0.78
H 0.60 -4.16 -1.12
H -1.55 -5.43 -0.60
H -2.21 0.06 2.31
H 2.51 0.07 -6.49
H 4.53 0.46 -3.44
H -0.43 8.32 4.28
H -2.98 -6.32 0.04
H -2.45 5.77 -0.44
H -3.73 2.55 -1.52
H -1.82 -0.71 -1.42
H 0.70 -1.07 0.52
H -4.33 5.94 0.77
H 1.09 -6.54 -1.95
H 1.61 -5.01 1.67
H -5.24 -4.74 -0.88
H -2.79 3.72 0.53
H 3.38 -4.37 -3.39
H -0.19 1.02 2.73
H -3.50 -1.90 2.42
H 3.31 1.85 -3.32
H 0.65 0.30 -2.31
H 5.41 -5.61 -1.76
H -1.06 -0.08 5.13
H -2.51 -4.37 1.67
H 2.85 -7.30 1.82
H 1.95 -1.90 -4.84
H 0.29 1.22 0.40
H 3.49 -7.40 -1.73
H -2.44 -1.26 -3.01
H 0.28 1.67 -6.30
H -3.93 -4.01 0.74
H 4.39 1.49 4.57
H -4.43 -1.11 -1.41
H 4.89 2.71 2.40
H 3.21 0.44 -2.26
H 5.37 -4.65 -0.23
H -2.18 -3.66 -3.91
H 1.16 -1.54 4.63
H 2.27 -8.47 0.75
H 1.09 -7.70 1.71
H 2.96 2.50 4.74
H -1.59 1.51 4.44
H 3.96 0.71 -5.79
H 0.56 2.98 4.07
H -2.91 -7.13 -2.22
H 2.21 -0.44 0.88
H -0.18 1.36 5.52
H 2.19 3.65 3.02
H 1.88 -4.93 -2.81
H -3.25 4.11 6.36
H -1.31 -2.95 0.02
H 2.24 5.82 -3.15
H -1.47 1.25 0.81
H -2.59 5.76 6.43
H 2.81 -2.27 5.02
H -4.77 -2.41 -2.54
H 2.80 -1.85 -3.33
H 1.74 3.35 -3.22
H 3.68 1.62 2.48
H -4.85 3.29 -0.44
H -1.58 2.43 -4.32
H 2.90 2.80 -5.16
H 2.06 0.19 3.78
H -1.24 0.76 -4.84
H -3.30 2.22 2.36
H -5.20 -4.98 -2.64
H -1.04 -2.06 -2.41
H 1.27 -8.08 -1.22
H 1.76 5.13 -0.76
H -1.63 -6.04 -2.60
H -2.66 4.84 2.28
H 0.78 2.28 -2.12
H 1.22 6.82 -2.11
H 0.14 -5.60 0.85
H -3.29 6.99 1.79
H 2.01 -0.81 5.82
H -1.22 1.12 -3.16
H -4.31 7.55 0.48
H -4.26 -0.88 3.65
H -4.36 4.19 -1.85

These are the Löwdin partial charges, in e, on atoms 1 to 5: Rb 0.947; Rb 0.987; Fe 0.796; O -0.265; O -0.094